Density functional theory data (wB97M-V/def2-TZVPD) for a molecular structure, C24H30BCaN8O3Si.

Computed properties:
Total charge   0
Highest occupied orbital energy (alpha / beta)   -7.588 / -8.877 eV
Expectation value of S²   0.755
Spin multiplicity   2

Cartesian coordinates (Å):
Ca: 0.410 0.276 -1.051
C: 0.355 -3.814 -2.587
C: 0.871 -2.523 -2.753
N: 1.127 -1.966 -1.573
N: 0.803 -2.881 -0.632
C: 0.319 -3.992 -1.222
B: 0.832 -2.548 0.886
N: -0.558 -1.963 1.256
C: -1.437 -2.273 2.227
C: -2.538 -1.450 2.100
C: -2.247 -0.649 0.994
N: -1.056 -0.953 0.491
N: 1.949 -1.516 1.199
C: 3.041 -1.730 1.959
C: 3.793 -0.575 1.981
C: 3.065 0.323 1.198
N: 1.959 -0.243 0.733
N: 1.167 -3.827 1.645
C: 2.023 -4.808 1.259
C: 2.292 -5.593 2.349
C: 1.552 -4.999 3.389
N: 0.896 -3.934 2.970
H: 0.061 -4.515 -3.348
H: 1.080 -1.971 -3.659
H: -0.009 -4.832 -0.633
H: -1.202 -3.044 2.938
H: -3.420 -1.436 2.714
H: -2.831 0.144 0.553
H: 3.210 -2.680 2.437
H: 4.728 -0.411 2.487
H: 3.298 1.343 0.933
H: 2.393 -4.867 0.249
H: 2.923 -6.463 2.392
H: 1.472 -5.304 4.421
C: -0.939 2.692 -4.627
C: -0.641 1.481 -3.760
C: -1.474 0.278 -4.158
O: -1.022 1.783 -2.381
C: 0.880 1.136 -3.842
O: 1.295 0.766 -4.929
O: 1.525 1.251 -2.744
H: -2.001 2.938 -4.595
H: -0.645 2.480 -5.653
H: -0.364 3.558 -4.286
H: -2.536 0.524 -4.139
H: -1.306 -0.565 -3.478
H: -1.188 -0.044 -5.156
H: -0.530 2.586 -2.146
C: 1.663 3.616 1.892
Si: 0.349 3.302 0.602
C: 0.259 4.661 -0.689
C: -1.301 2.884 1.354
C: -1.375 2.312 2.629
C: -2.595 1.987 3.198
C: -3.772 2.216 2.497
C: -3.720 2.763 1.220
C: -2.497 3.088 0.655
H: 1.386 4.465 2.522
H: 2.616 3.846 1.413
H: 1.813 2.745 2.531
H: 0.244 5.644 -0.208
H: -0.639 4.596 -1.306
H: 1.128 4.621 -1.347
H: -0.465 2.113 3.185
H: -2.630 1.547 4.186
H: -4.726 1.963 2.940
H: -4.634 2.937 0.665
H: -2.479 3.509 -0.344

These are the natural (NBO) partial charges, in e, on atoms 1 to 4: number 1, Ca, carries 1.769; number 2, C, carries -0.341; number 3, C, carries -0.045; number 4, N, carries -0.400



Density functional theory data (wB97M-V/def2-TZVPD) for 2 unconnected molecules or ions with the total composition C31H37N2.

Computed properties:
Total charge   +1
Highest occupied orbital energy   -11.251 eV

Cartesian coordinates (Å):
C: -3.956 -2.186 -3.580
C: -3.653 -0.700 -3.738
C: -2.711 -0.189 -2.652
N: -1.546 -1.049 -2.483
C: -0.479 -0.469 -1.886
C: 0.754 -1.074 -1.772
C: 1.795 -0.454 -0.981
C: 3.174 -1.018 -1.096
C: 4.207 -0.530 -0.270
C: 5.537 -0.885 -0.521
C: 5.841 -1.836 -1.506
C: 4.807 -2.431 -2.233
C: 3.482 -2.048 -2.012
C: -1.773 -2.487 -2.369
C: -2.677 -3.004 -3.482
H: -4.546 -2.332 -2.668
H: -4.554 -2.529 -4.427
H: -3.182 -0.514 -4.713
H: -4.571 -0.103 -3.701
H: -2.360 0.822 -2.909
H: -3.247 -0.115 -1.687
H: -0.625 0.574 -1.574
H: 0.922 -2.044 -2.232
H: 1.763 0.651 -0.937
H: 3.958 0.136 0.564
H: 6.337 -0.440 0.074
H: 6.876 -2.123 -1.703
H: 5.011 -3.214 -2.968
H: 2.701 -2.546 -2.586
H: -0.817 -3.018 -2.385
H: -2.250 -2.698 -1.395
H: -2.904 -4.056 -3.286
H: -2.129 -2.966 -4.429
C: -2.159 3.155 5.286
C: -1.040 3.848 4.805
C: -0.276 3.308 3.771
C: -0.594 2.061 3.224
C: 0.269 1.527 2.073
C: -0.165 2.101 0.725
C: 0.796 2.686 -0.108
C: 0.422 3.255 -1.323
C: -0.925 3.337 -1.674
C: -1.892 2.813 -0.814
C: -1.516 2.152 0.364
C: 0.304 -0.008 2.043
C: 0.881 -0.705 3.264
C: 1.342 -2.076 2.751
C: 1.475 -1.957 1.237
N: 1.014 -0.589 0.855
C: -1.723 1.375 3.689
C: -2.507 1.927 4.715
H: -2.759 3.576 6.095
H: -0.754 4.807 5.238
H: 0.584 3.851 3.367
H: 1.308 1.843 2.270
H: 1.845 2.697 0.215
H: 1.191 3.646 -1.991
H: -1.227 3.842 -2.596
H: -2.953 2.913 -1.046
H: -2.270 1.723 1.028
H: -0.737 -0.351 1.945
H: 1.725 -0.127 3.672
H: 0.122 -0.791 4.055
H: 2.292 -2.382 3.206
H: 0.595 -2.847 2.970
H: 2.514 -2.083 0.926
H: 0.873 -2.707 0.699
H: 0.168 -0.737 0.286
H: -2.022 0.415 3.254
H: -3.385 1.380 5.069

These are the natural (NBO) partial charges, in e, on atoms 1 to 4: number 1, C, carries -0.402; number 2, C, carries -0.409; number 3, C, carries -0.213; number 4, N, carries -0.381



Density functional theory data (wB97M-V/def2-TZVPD) for 3 unconnected molecules or ions with the total composition C6H17NO3.

Computed properties:
Total charge   0
Highest occupied orbital energy   -9.496 eV

Cartesian coordinates (Å):
C: 0.057 -0.697 2.543
C: -0.499 0.472 1.756
C: -0.761 0.083 0.299
O: -1.045 -1.100 0.089
N: -0.807 1.010 -0.688
C: -1.363 0.706 -1.990
C: -0.088 2.266 -0.546
C: 1.417 2.068 -0.702
H: 1.025 -1.087 2.204
H: -0.442 -1.604 2.190
H: 0.055 -0.560 3.616
H: -1.435 0.782 2.198
H: 0.184 1.322 1.785
H: -0.648 1.034 -2.746
H: -2.333 1.165 -2.091
H: -1.368 -0.352 -2.218
H: -0.474 2.960 -1.287
H: -0.307 2.705 0.423
H: 1.879 1.697 0.209
H: 1.961 2.917 -1.099
H: 1.620 1.278 -1.435
O: 1.785 -2.325 0.609
H: 1.214 -2.007 -0.102
H: 1.754 -3.282 0.545
O: -0.091 -3.225 -1.304
H: -0.675 -3.795 -0.798
H: -0.614 -2.432 -1.461

These are the natural (NBO) partial charges, in e, on atoms 1 to 4: number 1, C, carries -0.653; number 2, C, carries -0.495; number 3, C, carries 0.702; number 4, O, carries -0.687



Density functional theory data (wB97M-V/def2-TZVPD) for H3N2O2P in the gas phase.

Computed properties:
Total charge   0
Highest occupied orbital energy   -9.518 eV

Cartesian coordinates (Å):
N: 1.505 0.347 -0.216
N: 0.288 -0.415 -0.198
P: -1.430 0.078 0.043
O: -2.274 -1.069 -0.214
O: -1.950 1.448 0.201
H: 1.337 1.219 0.410
H: 2.216 -0.258 0.089
H: 0.308 -1.351 -0.115

These are the natural (NBO) partial charges, in e, on atoms 1 to 4: number 1, N, carries -0.640; number 2, N, carries -0.765; number 3, P, carries 2.285; number 4, O, carries -1.020



Density functional theory data (wB97M-V/def2-TZVPD) for C3H4N2OS in the gas phase.

Computed properties:
Total charge   0
Highest occupied orbital energy   -9.436 eV

Cartesian coordinates (Å):
C: -0.595 -1.227 0.323
N: -0.423 0.206 0.200
O: -1.783 0.743 0.448
C: 0.517 1.004 -0.464
S: 0.965 2.613 0.070
C: 1.668 0.283 -0.965
N: 2.722 -0.271 -1.221
H: 0.180 -1.669 -0.549
H: -1.506 -1.464 -0.337
H: -0.430 -1.752 1.329
H: -1.315 1.534 1.165

These are the natural (NBO) partial charges, in e, on atoms 1 to 4: number 1, C, carries -0.455; number 2, N, carries -0.133; number 3, O, carries -0.530; number 4, C, carries 0.002



Density functional theory data (wB97M-V/def2-TZVPD) for 3 unconnected molecules or ions with the total composition C4H10O2.

Computed properties:
Total charge   0
Highest occupied orbital energy   -8.759 eV

Cartesian coordinates (Å):
C: -0.275 1.509 0.047
C: 0.871 0.826 0.075
C: 1.824 0.710 -1.076
O: 1.323 0.139 1.163
H: -0.936 1.552 0.908
H: -0.581 2.032 -0.851
H: 2.087 -0.341 -1.239
H: 2.751 1.255 -0.869
H: 1.375 1.111 -1.988
H: 0.659 0.207 1.864
H: 0.001 -2.142 -0.661
H: -0.135 -1.423 -0.800
C: -2.243 -1.362 0.852
O: -2.081 -0.486 1.662
H: -1.977 -2.416 1.066
H: -2.665 -1.171 -0.154

These are the natural (NBO) partial charges, in e, on atoms 1 to 4: number 1, C, carries -0.556; number 2, C, carries 0.333; number 3, C, carries -0.665; number 4, O, carries -0.689



For reference, energy relative to the best compared isomer or geometry (same formula, charge and spin) by record: 8.3, 181.3, 124.4, 100.1, 547.2, 260.6 kJ/mol.